[1]
Here is a molecular structure, C39H47Cl2IrN8O3SSb at a distorted geometry from OMol25. Energies are from ωB97M-V/def2-TZVPD.

HOMO (alpha / beta): -12.86 / -12.87 eV
Total charge: +2
2S+1: 2
Relative energy (zero: lowest compared OMol25 entry of this formula, charge and spin): 10.4 kJ/mol
⟨S²⟩: 0.7519

The geometry in XYZ format:
```
102
C39H47Cl2IrN8O3SSb (ωB97M-V/def2-TZVPD)
Ir -1.937 -0.168 1.403
Cl -2.925 -3.321 -2.209
C -2.981 -1.598 -2.245
C -3.567 -0.943 -3.344
C -3.658 0.420 -3.386
Cl -4.347 1.198 -4.763
C -3.208 1.201 -2.292
C -3.308 2.607 -2.197
C -2.876 3.244 -1.067
C -2.370 2.491 0.004
N -2.255 1.181 -0.057
C -2.636 0.518 -1.203
C -2.461 -0.892 -1.178
O -1.845 -1.435 -0.141
H -3.942 -1.537 -4.167
H -3.734 3.166 -3.019
H -2.940 4.318 -0.968
H -2.055 2.961 0.926
N -2.528 2.483 4.593
C -1.599 1.857 3.864
N -2.227 1.145 2.950
C -3.552 1.372 3.188
N -3.774 2.182 4.185
C -4.490 0.595 2.387
C -5.871 0.627 2.473
N -6.631 -0.205 1.774
C -6.019 -1.097 1.006
C -4.637 -1.152 0.882
N -3.881 -0.287 1.560
H -2.390 3.098 5.381
H -0.532 1.920 4.016
H -6.358 1.339 3.128
H -6.637 -1.793 0.453
H -4.130 -1.869 0.251
C 3.313 4.602 4.773
C 2.751 3.366 4.131
C 2.993 2.107 4.690
C 2.515 0.955 4.093
C 1.770 1.052 2.923
C 1.523 2.287 2.345
C 2.010 3.437 2.955
S 1.164 -0.426 2.173
O 2.209 -1.420 2.168
O 0.654 -0.006 0.838
N -0.087 -0.764 3.035
C -0.626 -2.014 3.118
C -0.045 -3.177 3.616
C -0.793 -4.336 3.588
C -2.092 -4.322 3.075
C -2.599 -3.137 2.595
N -1.893 -2.000 2.628
H 3.169 4.582 5.853
H 2.849 5.504 4.378
H 4.387 4.671 4.592
H 3.574 2.033 5.601
H 2.721 -0.016 4.526
H 0.960 2.345 1.422
H 1.825 4.403 2.501
H 0.967 -3.152 3.992
H -0.371 -5.259 3.964
H -2.696 -5.216 3.046
H -3.601 -3.088 2.189
C 4.073 -0.014 -0.339
C 3.486 0.590 -1.613
C 4.539 0.569 -2.725
C 3.034 2.024 -1.338
Sb 1.737 -0.571 -2.193
C 2.191 -2.705 -2.105
C 2.056 -3.096 -0.635
C 1.188 -3.485 -2.946
C 3.607 -2.946 -2.624
C 0.925 0.145 -4.074
C -0.094 -0.864 -4.605
C 0.218 1.471 -3.777
C 2.036 0.355 -5.108
H 4.865 0.655 0.010
H 4.529 -0.989 -0.510
H 3.346 -0.117 0.461
H 5.451 1.021 -2.323
H 4.245 1.152 -3.594
H 4.799 -0.439 -3.050
H 3.888 2.584 -0.947
H 2.239 2.061 -0.590
H 2.698 2.534 -2.241
H 1.041 -2.928 -0.266
H 2.746 -2.563 0.017
H 2.273 -4.166 -0.549
H 0.154 -3.266 -2.681
H 1.353 -4.550 -2.755
H 1.327 -3.324 -4.014
H 4.371 -2.473 -2.010
H 3.734 -2.626 -3.660
H 3.791 -4.025 -2.595
H -0.772 -1.224 -3.831
H 0.385 -1.723 -5.070
H -0.696 -0.369 -5.372
H -0.602 1.339 -3.067
H -0.206 1.855 -4.709
H 0.894 2.231 -3.385
H 2.707 -0.501 -5.197
H 2.627 1.244 -4.898
H 1.565 0.500 -6.085
```

[2]
Here is 9 unconnected molecules or ions with the total composition C27H31ClN10 at a distorted geometry from OMol25. Energies are from ωB97M-V/def2-TZVPD.

HOMO: -8.79 eV
Structure (SMILES): C#Cc1cc2ncc(Cl)nc2cc1C.CC#N.CC#N.CC#N.CC#N.CC#N.CC#N.CC#N.CC#N

The geometry in XYZ format:
```
69
C27H31ClN10 (ωB97M-V/def2-TZVPD)
C -5.129 -1.035 -0.383
C -3.927 -0.999 -0.302
C -2.589 -0.879 0.311
C -2.029 0.378 0.415
C -0.744 0.573 1.040
N -0.257 1.849 1.103
C 0.902 1.897 1.732
C 1.567 0.744 2.276
Cl 3.104 1.009 3.134
N 1.151 -0.491 2.198
C -0.051 -0.557 1.554
C -0.654 -1.867 1.391
C -1.878 -2.068 0.793
C -2.497 -3.462 0.628
H -6.214 -1.067 -0.464
H -2.593 1.229 0.008
H 1.378 2.878 1.841
H -0.109 -2.749 1.773
H -3.277 -3.671 1.377
H -2.961 -3.526 -0.377
H -1.677 -4.207 0.645
C 1.403 1.252 -1.663
C 0.796 1.240 -3.003
N 0.321 1.231 -4.049
H 1.346 0.256 -1.221
H 2.448 1.552 -1.733
H 0.876 1.956 -1.024
C 2.274 6.261 1.514
C 1.994 5.193 0.540
N 1.777 4.360 -0.221
H 3.314 6.572 1.432
H 1.629 7.116 1.319
H 2.089 5.897 2.523
C 3.760 -3.037 4.035
C 2.639 -3.338 3.134
N 1.757 -3.578 2.438
H 3.404 -2.464 4.890
H 4.205 -3.967 4.389
H 4.515 -2.456 3.506
C 3.966 -1.921 -0.160
C 5.078 -2.775 0.301
N 5.944 -3.439 0.660
H 3.487 -1.441 0.693
H 4.348 -1.165 -0.845
H 3.229 -2.527 -0.684
C 2.739 -6.982 4.357
C 3.605 -6.176 5.231
N 4.284 -5.545 5.912
H 1.772 -7.133 4.833
H 2.593 -6.469 3.407
H 3.201 -7.951 4.172
C -7.073 1.207 -3.757
C -7.479 0.348 -2.634
N -7.796 -0.324 -1.757
H -7.450 2.216 -3.604
H -5.986 1.239 -3.823
H -7.476 0.813 -4.688
C -4.118 4.303 0.288
C -4.335 3.243 -0.710
N -4.503 2.416 -1.489
H -3.080 4.631 0.257
H -4.766 5.150 0.073
H -4.342 3.924 1.283
C 1.817 2.481 -7.083
C 2.407 3.195 -8.227
N 2.868 3.753 -9.120
H 2.598 2.197 -6.380
H 1.100 3.123 -6.575
H 1.307 1.584 -7.428
```

[3]
Here is a molecular structure, C11H20Cl2HgO2PS at a distorted geometry from OMol25. Energies are from ωB97M-V/def2-TZVPD.

HOMO: -11.54 eV
Total charge: +1

The geometry in XYZ format:
```
38
C11H20Cl2HgO2PS (ωB97M-V/def2-TZVPD)
C 1.693 3.607 0.978
C 0.817 2.574 0.967
C 0.955 1.716 -0.228
P -0.335 0.191 0.075
C 0.873 -0.830 -1.218
C 1.830 -1.709 -0.463
C 2.710 -2.431 -1.509
S 4.190 -1.521 -2.002
C -1.428 -1.308 0.517
C -1.497 -1.424 2.019
O -1.638 -0.476 2.749
O -1.442 -2.698 2.473
C -1.493 0.843 -1.319
Cl -0.855 0.907 -2.934
C -2.741 1.268 -1.108
C -3.443 1.350 0.216
Cl -3.724 1.851 -2.399
H 2.763 3.416 1.003
H 1.343 4.635 0.956
H 0.115 2.336 1.774
H 1.999 1.362 -0.223
H 0.790 2.176 -1.203
H -0.975 1.063 1.063
H 0.575 -0.223 1.140
H 0.182 -1.378 -1.853
H 1.447 -0.130 -1.813
H 2.468 -1.105 0.178
H 1.299 -2.469 0.109
H 2.132 -2.666 -2.402
H 3.044 -3.379 -1.093
H 3.568 -0.487 -2.577
H -2.449 -1.161 0.169
H -1.054 -2.226 0.069
H -2.053 -2.758 3.225
H -3.468 2.384 0.561
H -4.481 1.051 0.088
H -2.996 0.748 1.001
Hg 1.276 -3.095 3.015
```

[4]
Here is C4H4N2O2 in the gas phase at a distorted geometry from OMol25. Energies are from ωB97M-V/def2-TZVPD.

HOMO: -9.00 eV
Relative energy (zero: lowest compared OMol25 entry of this formula, charge and spin): 158.8 kJ/mol
Structure (SMILES): Nc1ncc(C=O)o1

The geometry in XYZ format:
```
12
C4H4N2O2 (ωB97M-V/def2-TZVPD)
C -0.034 0.528 1.091
C -1.319 0.026 -0.466
C -0.084 -0.327 -0.864
C 0.454 -0.829 -2.087
H 1.561 0.284 2.215
H 0.088 0.848 3.078
H -2.199 -0.039 -1.086
H -0.211 -1.270 -2.830
N 0.639 0.935 2.245
N -1.349 0.466 0.823
O 1.690 -0.671 -2.259
O 0.762 0.049 0.139
```

[5]
Here is a molecular structure, C5H11NP at a distorted geometry from OMol25. Energies are from ωB97M-V/def2-TZVPD.

HOMO: -13.12 eV
Total charge: +1
Relative energy (zero: lowest compared OMol25 entry of this formula, charge and spin): 254.3 kJ/mol

The geometry in XYZ format:
```
18
C5H11NP (ωB97M-V/def2-TZVPD)
C -1.961 -2.117 0.906
C -0.761 -1.562 0.895
C 0.883 0.312 1.615
C -0.511 -0.165 1.306
C 0.220 0.740 0.369
N 1.185 0.672 -2.308
P 0.106 1.963 -0.719
H -2.102 -3.142 0.612
H -2.843 -1.578 1.211
H 0.109 -2.127 0.589
H 1.039 1.025 2.413
H 1.699 -0.395 1.516
H -1.330 0.281 1.862
H 0.964 -0.301 -2.101
H 2.200 0.759 -2.266
H 0.920 0.832 -3.281
H 1.137 2.826 -1.019
H -0.953 1.977 -1.600
```

[6]
Here is 2 unconnected molecules or ions with the total composition C3H6NO2 at a distorted geometry from OMol25. Energies are from ωB97M-V/def2-TZVPD.

HOMO: -3.95 eV
Total charge: -1
Relative energy (zero: lowest compared OMol25 entry of this formula, charge and spin): 101.8 kJ/mol

The geometry in XYZ format:
```
12
C3H6NO2 (ωB97M-V/def2-TZVPD)
C -0.687 -0.755 -1.589
C -0.648 -0.632 -0.268
N -1.490 -1.265 0.641
H -1.444 -1.418 -2.003
H 0.034 -0.242 -2.187
H 0.150 -0.065 0.211
H -2.382 -1.543 0.253
H -1.648 -0.707 1.468
O 1.135 1.390 1.715
C 2.009 1.633 0.863
O 2.472 0.947 -0.063
H 2.499 2.658 0.959
```

| no. | M (g/mol) |
| --- | --- |
| 1 | 1092.81 |
| 2 | 531.07 |
| 3 | 518.82 |
| 4 | 112.09 |
| 5 | 116.12 |
| 6 | 88.09 |